{"formula": "C13H31BBr3O4P", "method": "ωB97M-V/def2-TZVPD", "multiplicity": 1, "max_force_ev_per_a": 4.37, "homo_ev": -7.86, "species": ["C", "C", "C", "C", "P", "C", "C", "O", "C", "C", "O", "C", "C", "B", "O", "O", "C", "C", "H", "H", "H", "H", "H", "H", "H", "H", "H", "H", "H", "H", "H", "H", "H", "H", "H", "H", "H", "H", "H", "H", "H", "H", "H", "H", "H", "H", "H", "H", "C", "Br", "Br", "Br", "H"], "xyz": [[5.485, -0.520, 1.771], [4.127, -0.919, 0.879], [3.968, 0.005, -0.466], [2.654, 0.990, -0.480], [1.040, 0.104, -1.114], [0.451, -0.262, 0.707], [-0.404, -0.950, -1.845], [-1.555, -1.048, -0.935], [-2.826, -0.721, -1.599], [-4.023, -1.360, -0.629], [-5.207, -0.493, -0.511], [-5.058, 0.490, 0.585], [-5.213, -0.169, 2.096], [0.393, 1.736, -1.881], [-0.211, 1.907, -3.217], [0.551, 2.984, -1.057], [-0.716, 3.341, -0.399], [-0.411, 4.447, 0.799], [5.226, 0.517, 2.298], [6.418, -0.463, 1.066], [5.550, -1.327, 2.616], [4.191, -2.063, 0.544], [3.236, -0.859, 1.634], [4.919, 0.727, -0.485], [4.078, -0.689, -1.402], [2.875, 1.818, -1.312], [2.477, 1.586, 0.515], [1.946, -0.798, -1.840], [-0.518, 0.375, 0.991], [0.308, -1.415, 0.857], [1.268, 0.070, 1.510], [-0.720, -0.636, -2.928], [0.031, -2.058, -1.945], [-2.946, 0.428, -1.787], [-2.931, -1.291, -2.636], [-3.508, -1.606, 0.418], [-4.276, -2.428, -1.094], [-5.968, 1.247, 0.473], [-4.075, 1.152, 0.466], [-5.509, -1.311, 2.046], [-4.115, -0.148, 2.564], [-5.886, 0.465, 2.823], [-1.213, 1.793, -3.052], [-1.198, 2.343, -0.006], [-1.406, 3.822, -1.234], [-0.063, 5.480, 0.317], [0.453, 4.047, 1.503], [-1.355, 4.605, 1.511], [2.039, -4.608, 0.519], [1.457, -2.819, 0.022], [2.344, -4.763, 2.434], [0.818, -5.974, -0.133], [3.003, -4.778, 0.027]]}

=====

{"formula": "C8H8O2", "method": "ωB97M-V/def2-TZVPD", "multiplicity": 1, "max_force_ev_per_a": 5.77, "homo_ev": -9.11, "species": ["C", "C", "C", "C", "C", "C", "C", "C", "O", "O", "H", "H", "H", "H", "H", "H", "H", "H"], "xyz": [[2.150, 1.849, -0.548], [-1.998, -0.879, 2.398], [1.758, 0.711, -0.127], [-0.867, -0.399, 1.981], [0.020, -0.146, -2.038], [-1.170, -0.690, -1.338], [0.775, -0.231, -0.669], [-0.448, -0.874, -0.035], [-1.049, 0.681, -1.679], [0.784, -1.553, -0.230], [2.735, 2.411, 0.076], [1.849, 2.431, -1.494], [-2.334, -0.679, 3.358], [-2.687, -1.495, 1.834], [2.216, 0.478, 0.869], [0.014, 0.176, 2.280], [0.250, -0.454, -3.053], [-1.999, -1.338, -1.587]]}

=====

{"formula": "H12NO4", "method": "ωB97M-V/def2-TZVPD", "multiplicity": 1, "total_charge": 1, "max_force_ev_per_a": 1.19, "homo_ev": -15.17, "species": ["N", "H", "H", "H", "H", "H", "H", "O", "H", "H", "O", "H", "H", "O", "H", "H", "O"], "xyz": [[0.723, -0.462, 0.051], [0.511, 0.537, 0.165], [0.075, -1.047, 0.562], [1.670, -0.661, 0.421], [0.576, -0.699, -0.935], [-3.994, 0.580, -0.110], [-2.918, -0.190, 0.595], [-3.037, 0.496, -0.075], [-0.291, 1.878, 1.726], [0.540, 3.090, 1.645], [0.342, 2.297, 1.137], [3.313, -2.560, 0.386], [3.360, -1.755, 1.711], [2.789, -2.011, 0.975], [-1.692, 0.131, -2.151], [-0.634, -0.383, -3.109], [-0.826, -0.252, -2.171]]}

=====

{"formula": "C3HNO2", "method": "ωB97M-V/def2-TZVPD", "multiplicity": 1, "max_force_ev_per_a": 2.20, "homo_ev": -10.63, "species": ["C", "C", "C", "N", "O", "O", "H"], "xyz": [[0.310, 0.092, -0.021], [1.617, -0.914, -0.050], [2.308, 0.487, -0.010], [1.027, 1.150, 0.060], [1.852, -2.064, 0.038], [3.418, 0.887, -0.012], [-0.761, 0.019, 0.001]]}

=====

{"formula": "C18H25Br48NOSi2", "method": "ωB97M-V/def2-TZVPD", "multiplicity": 1, "max_force_ev_per_a": 2.83, "homo_ev": -9.55, "species": ["N", "C", "C", "Si", "O", "Si", "H", "H", "H", "H", "H", "H", "H", "H", "H", "C", "Br", "Br", "Br", "H", "C", "Br", "Br", "Br", "H", "C", "Br", "Br", "Br", "H", "C", "Br", "Br", "Br", "H", "C", "Br", "Br", "Br", "H", "C", "Br", "Br", "Br", "H", "C", "Br", "Br", "Br", "H", "C", "Br", "Br", "Br", "H", "C", "Br", "Br", "Br", "H", "C", "Br", "Br", "Br", "H", "C", "Br", "Br", "Br", "H", "C", "Br", "Br", "Br", "H", "C", "Br", "Br", "Br", "H", "C", "Br", "Br", "Br", "H", "C", "Br", "Br", "Br", "H", "C", "Br", "Br", "Br", "H"], "xyz": [[0.998, 1.734, 3.616], [0.486, 0.862, 2.788], [0.703, -0.700, 3.019], [2.302, -1.075, 3.994], [3.597, -1.649, 3.023], [3.611, -0.957, 1.441], [0.764, 2.696, 3.309], [-0.152, 1.245, 1.899], [0.571, -1.287, 2.077], [-0.156, -1.004, 3.696], [2.647, 0.078, 4.840], [1.965, -2.171, 4.934], [4.814, -1.453, 0.757], [2.472, -1.571, 0.722], [3.523, 0.514, 1.448], [1.734, 5.627, 1.513], [0.846, 4.941, 3.095], [0.473, 6.105, 0.126], [2.926, 7.097, 1.928], [2.348, 4.822, 1.119], [1.636, 4.955, -3.734], [2.345, 3.588, -2.557], [-0.297, 4.894, -3.827], [2.272, 6.720, -3.257], [2.010, 4.742, -4.730], [-2.721, -0.387, -0.308], [-2.469, -1.655, -1.753], [-1.040, 0.085, 0.542], [-3.706, 1.175, -0.889], [-3.324, -0.882, 0.447], [-5.064, 3.425, -4.672], [-5.296, 4.071, -2.860], [-3.731, 4.445, -5.638], [-4.681, 1.529, -4.721], [-6.010, 3.572, -5.185], [0.323, -4.481, -1.443], [-0.021, -4.709, 0.449], [-1.287, -4.685, -2.502], [1.213, -2.801, -1.808], [1.003, -5.274, -1.742], [1.544, 3.631, 6.752], [2.291, 2.276, 7.916], [-0.388, 3.542, 6.694], [2.167, 5.404, 7.216], [1.901, 3.419, 5.748], [4.366, -0.927, -3.081], [4.206, -0.337, -1.240], [5.673, 0.109, -4.063], [4.714, -2.828, -3.180], [3.404, -0.758, -3.556], [2.589, -7.467, -4.414], [3.312, -8.874, -3.296], [0.654, -7.493, -4.439], [3.275, -5.726, -3.910], [2.925, -7.661, -5.427], [-2.554, -0.156, 6.692], [-4.386, -0.048, 6.070], [-1.320, 0.657, 5.440], [-2.356, 0.575, 8.475], [-2.301, -1.210, 6.751], [-3.992, -7.280, -0.756], [-4.506, -5.782, 0.358], [-4.417, -6.968, -2.621], [-2.131, -7.751, -0.510], [-4.581, -8.133, -0.435], [6.088, 5.993, 6.780], [5.424, 4.646, 8.004], [7.959, 5.720, 6.355], [5.000, 6.113, 5.182], [6.014, 6.949, 7.288], [-5.697, 2.430, -8.409], [-5.416, 0.544, -8.744], [-5.657, 3.466, -10.046], [-7.318, 2.748, -7.397], [-4.868, 2.772, -7.796], [8.343, 1.165, -7.261], [6.500, 1.344, -7.828], [9.566, 1.983, -8.520], [8.610, 1.834, -5.463], [8.569, 0.103, -7.242], [-4.742, 7.376, -8.642], [-5.365, 8.857, -7.562], [-5.154, 7.620, -10.516], [-2.862, 7.015, -8.357], [-5.285, 6.493, -8.315], [-5.421, -6.287, 4.555], [-3.761, -5.316, 4.320], [-6.918, -5.367, 3.738], [-5.275, -8.117, 3.938], [-5.616, -6.326, 5.622], [-2.011, -7.248, 8.092], [-3.499, -8.469, 8.309], [-0.986, -7.640, 6.496], [-2.589, -5.400, 8.137], [-1.350, -7.396, 8.940]]}